Computed, not measured: the molecule C11H18N4O3 at a distorted geometry, with ωB97M-V/def2-TZVPD.

Geometry (Å):
C: 0.4402 -0.0807 1.4442
C: -0.8070 -0.7469 1.7680
C: 1.6205 -0.5919 2.2963
C: 2.8511 0.0787 1.7649
C: 1.7031 -2.1154 2.4343
C: -1.7985 -0.0101 -0.3281
C: -3.1807 0.4469 -0.7460
C: -1.2594 -0.8210 -1.6896
C: -0.5865 0.1653 -2.4120
C: 0.2358 -0.0495 -3.4615
C: 0.3195 2.0617 -2.7702
H: 0.0073 1.4904 2.5638
H: -0.6213 1.8459 1.2156
H: 0.7770 -0.0768 0.4294
H: 1.4400 -0.1163 3.2394
H: 3.6609 0.1671 2.5507
H: 2.6997 1.1818 1.5615
H: 3.1944 -0.4493 0.8922
H: 2.6895 -2.4276 2.9240
H: 1.8466 -2.6784 1.4904
H: 0.9546 -2.6092 2.9990
H: -2.8758 -1.1909 0.9199
H: -1.1317 0.7496 -0.1256
H: -0.6505 -1.6549 -1.3286
H: -2.1705 -1.1627 -2.4164
H: 0.6258 -0.9151 -4.1151
H: 0.6870 3.0296 -2.6546
H: 1.5580 1.3430 -4.4577
H: -2.3493 1.8757 -1.6815
N: 0.1780 1.3046 1.6108
N: -1.7758 -0.9596 0.7302
N: -0.5941 1.4575 -2.0208
N: 0.8175 1.2000 -3.7470
O: -1.1063 -1.1975 2.8979
O: -4.1901 -0.1596 -0.4422
O: -3.2089 1.6158 -1.3357

## Properties
Total charge ... 0
Kohn-Sham gap ... 9.26 eV
Highest occupied orbital energy ... -0.3286 Ha
Energy relative to the best compared isomer or geometry (same formula, charge and spin) ... 3.286 eV
Structure (SMILES) ... CC(C)[C@H](N)C(=O)N[C@@H](Cc1c[nH]cn1)C(=O)O
DFT total energy ... -23800.209 eV
M ... 254.29 u
2S+1 ... 1

So, what does the natural (NBO) scheme give us? The charges, in e, come out as: -0.178, 0.687, -0.216, -0.614, -0.618, -0.160, 0.788, -0.410, 0.043, -0.079, 0.203, 0.359, 0.382, 0.209, 0.207, 0.214, 0.232, 0.199, 0.212, 0.203, 0.243, 0.441, 0.230, 0.245, 0.232, 0.230, 0.203, 0.431, 0.516, -0.828, -0.656, -0.539, -0.526, -0.614, -0.596, -0.676

***

Computed, not measured: a cluster of 2 separate species, C23H29Cl2N3O3 in total at a distorted geometry, with ωB97M-V/def2-TZVPD.

Geometry (Å):
C: -7.6055 4.5960 -1.7370
C: -6.3455 4.0107 -1.1977
Cl: -6.3648 3.6329 0.4902
C: -5.2374 3.7602 -1.8931
Cl: -5.1192 4.1610 -3.5471
O: -4.0926 3.2481 -1.3112
C: -3.7962 1.9450 -1.5529
O: -3.9079 1.4038 -2.6020
C: -3.2543 1.2148 -0.3643
C: -4.0793 0.9386 0.7267
C: -3.5824 0.2602 1.7956
N: -2.3047 -0.1447 1.7836
C: -1.4809 0.1035 0.7562
C: -1.9249 0.7939 -0.3523
C: -0.9142 1.0484 -1.3974
C: -0.9902 0.5696 -2.6994
C: 0.0708 0.8508 -3.5382
C: 1.1544 1.5753 -3.0538
N: 1.2572 2.0123 -1.8000
C: 0.2185 1.7540 -1.0181
H: -8.2551 3.7871 -2.0721
H: -8.1237 5.1382 -0.9527
H: -7.3993 5.2564 -2.5721
H: -5.1029 1.2760 0.7385
H: -4.1661 0.0304 2.6717
H: -1.9226 -0.6405 2.5795
H: -0.4608 -0.2629 0.8300
H: -1.8384 0.0016 -3.0502
H: 0.0771 0.5030 -4.5599
H: 1.9787 1.8019 -3.7168
H: 0.2859 2.0983 0.0084
C: 4.8170 -0.6992 1.7603
C: 3.4850 -1.3141 2.2405
C: 3.6939 -2.7734 2.6583
C: 3.8888 -3.7355 1.4848
C: 2.7605 -3.5883 0.4664
C: 2.5761 -2.1479 -0.0096
N: 2.4431 -1.2288 1.1678
O: 1.2469 -1.2406 1.6492
C: 3.7421 -1.7340 -0.9194
C: 1.3139 -2.0213 -0.8340
C: 3.0283 -0.4981 3.4426
H: 4.6476 0.0878 1.0259
H: 5.3414 -0.2475 2.6005
H: 5.4947 -1.4325 1.3282
H: 2.8283 -3.1024 3.2420
H: 4.5565 -2.8171 3.3258
H: 4.8586 -3.5725 1.0088
H: 3.9058 -4.7595 1.8599
H: 2.9421 -4.2237 -0.4024
H: 1.8282 -3.9381 0.9216
H: 3.6791 -0.6742 -1.1711
H: 3.6894 -2.3040 -1.8469
H: 4.7209 -1.9250 -0.4923
H: 0.4413 -2.3784 -0.2887
H: 1.3737 -2.6011 -1.7546
H: 1.1410 -0.9776 -1.1114
H: 2.8312 0.5381 3.1633
H: 3.8193 -0.5061 4.1910
H: 2.1319 -0.9086 3.9018

## Properties
Total charge ... +1
Kohn-Sham gap (spin up / spin down) ... 6.63 / 7.48 eV
Highest occupied orbital energy (spin up / spin down) ... -0.4034 / -0.4346 Ha
DFT total energy ... -59971.208 eV
M ... 466.41 u
2S+1 ... 2

So, what does the natural (NBO) scheme give us? The charges, in e, come out as: -0.654, -0.045, 0.012, 0.179, 0.067, -0.494, 0.785, -0.486, -0.037, -0.200, 0.073, -0.426, 0.135, 0.041, -0.173, -0.138, -0.243, 0.059, -0.390, 0.052, 0.243, 0.244, 0.249, 0.269, 0.248, 0.453, 0.282, 0.243, 0.237, 0.209, 0.194, -0.624, 0.096, -0.414, -0.406, -0.407, 0.090, 0.063, -0.471, -0.625, -0.606, -0.603, 0.224, 0.226, 0.211, 0.210, 0.227, 0.202, 0.227, 0.224, 0.208, 0.222, 0.222, 0.219, 0.215, 0.223, 0.207, 0.217, 0.219, 0.220

***

Computed, not measured: the ion C4H11N2O with charge +2 at a distorted geometry, with ωB97M-V/def2-TZVPD.

Geometry (Å):
O: 2.8175 0.7281 0.8974
C: 2.3067 -0.3285 0.6273
C: 1.0089 -0.3571 -0.1277
C: 0.2819 0.9505 -0.2075
C: -1.1090 0.9727 -0.8430
N: -1.9592 -0.0207 -0.1761
N: 0.2255 -1.3600 0.6975
H: 2.6716 -1.3606 0.8055
H: 1.0734 -0.7268 -1.2126
H: 0.7807 1.7976 -0.8406
H: 0.1835 1.2677 0.8725
H: -1.2562 0.7706 -1.8557
H: -1.5886 2.0011 -0.8726
H: -2.4373 0.4568 0.6488
H: -1.5343 -0.9942 0.2081
H: -2.6819 -0.4459 -0.8664
H: 0.4948 -1.1121 1.6279
H: 0.7220 -2.2392 0.6174

## Properties
Total charge ... +2
Kohn-Sham gap (spin up / spin down) ... 10.56 / 6.96 eV
Highest occupied orbital energy (spin up / spin down) ... -0.7590 / -0.7580 Ha
Energy relative to the best compared isomer or geometry (same formula, charge and spin) ... 2.605 eV
DFT total energy ... -9332.326 eV
M ... 103.14 u
2S+1 ... 2

So, what does the natural (NBO) scheme give us? The charges, in e, come out as: 0.009, 0.416, -0.140, -0.467, -0.246, -0.746, -0.736, 0.306, 0.314, 0.309, 0.237, 0.248, 0.288, 0.464, 0.492, 0.473, 0.378, 0.402

***

Computed, not measured: a cluster of 9 separate species, H19O9 in total at a distorted geometry, with ωB97M-V/def2-TZVPD.

Geometry (Å):
O: -0.6484 0.6584 1.4583
H: -1.2387 0.3067 2.2478
H: 2.7511 -0.8088 -1.2994
O: 1.0245 -1.4970 2.4637
H: 1.3454 -0.6206 2.1882
O: -0.8443 -0.7521 -0.5474
H: 2.9181 1.9164 -1.0749
H: -0.7311 -0.1742 -1.3099
O: 2.2694 1.4694 -0.4947
H: -0.3933 -1.6110 -0.6003
H: 1.6480 -2.2195 2.3447
O: 0.5223 -3.4976 -0.3099
H: 0.2919 1.4495 -3.4800
H: 0.6147 -4.2010 -0.9848
O: -0.5469 1.7943 -3.1322
H: -1.1477 1.7166 -3.8872
H: 1.4571 -3.4612 -0.0421
O: -1.2239 2.5103 -0.0565
H: -1.0171 1.5578 1.2566
H: -1.0486 3.4594 0.1356
O: -3.0547 0.2320 2.0470
H: 1.5870 1.8610 0.0588
H: -1.8429 2.3614 -0.7960
O: 2.3680 -1.2194 -0.5006
H: -3.8832 -0.2011 2.3527
H: -3.4568 0.9809 1.5757
H: -0.5918 -0.0040 0.6684
H: 2.8718 -2.0065 -0.2817

## Properties
Total charge ... 0
Kohn-Sham gap (spin up / spin down) ... 2.64 / 10.96 eV
Highest occupied orbital energy (spin up / spin down) ... -0.0981 / -0.4087 Ha
Energy relative to the best compared isomer or geometry (same formula, charge and spin) ... 0.983 eV
DFT total energy ... -18731.741 eV
M ... 163.14 u
2S+1 ... 2

So, what does the natural (NBO) scheme give us? The charges, in e, come out as: -0.941, 0.549, 0.481, -0.974, 0.493, -0.970, 0.491, 0.507, -1.040, 0.530, 0.472, -0.935, 0.461, 0.471, -0.990, 0.460, 0.460, -1.298, 0.508, 0.426, -1.045, 0.503, 0.436, -0.951, 0.479, 0.440, 0.533, 0.446

***

Computed, not measured: a structure of composition C6H14N3 at a distorted geometry, with ωB97M-V/def2-TZVPD.

Geometry (Å):
C: -1.7781 -0.5061 -0.5822
C: -1.9282 0.4875 0.6087
C: 0.5082 -0.9151 0.0505
C: 0.7975 0.4952 -0.0293
C: 1.4896 -1.8929 0.5075
C: 0.6831 1.1509 -1.3893
N: -0.6816 -1.3782 -0.2742
N: -0.7531 1.2443 0.8558
N: 1.7350 1.0450 0.7947
H: -2.6561 -0.9843 -0.7901
H: -1.6224 0.0503 -1.4728
H: -2.8232 1.1715 0.3747
H: -2.0077 -0.1661 1.4817
H: 1.0113 -2.7275 0.8314
H: 1.8629 -1.5350 1.5312
H: 2.4105 -2.1966 -0.0914
H: 1.6370 1.2707 -1.7026
H: 0.1220 2.0679 -1.3981
H: 0.1160 0.5632 -2.1818
H: -0.7522 -2.3102 -0.0267
H: -0.7176 2.2773 0.4689
H: 1.6315 0.7490 1.8021
H: 1.7158 2.0394 0.6312

## Properties
Total charge ... +1
Kohn-Sham gap (spin up / spin down) ... 8.17 / 8.17 eV
Highest occupied orbital energy (spin up / spin down) ... -0.4688 / -0.4688 Ha
Energy relative to the best compared isomer or geometry (same formula, charge and spin) ... 2.888 eV
DFT total energy ... -10910.247 eV
M ... 128.20 u
2S+1 ... 1

So, what does the natural (NBO) scheme give us? The charges, in e, come out as: -0.259, -0.248, 0.417, 0.262, -0.697, -0.635, -0.405, -0.654, -0.794, 0.243, 0.225, 0.240, 0.199, 0.230, 0.270, 0.301, 0.241, 0.240, 0.233, 0.424, 0.365, 0.406, 0.397

***

Computed, not measured: the ion C44H45FN5O3 with charge +1 at a distorted geometry, with ωB97M-V/def2-TZVPD.

Geometry (Å):
C: -4.8388 -5.0076 0.8310
N: -3.9781 -4.0557 1.4955
C: -3.2488 -4.4266 2.5967
O: -3.3379 -5.4966 3.1872
C: -2.3548 -3.2374 2.9672
C: -0.8663 -3.5985 2.9851
C: -0.5154 -4.5195 4.1326
C: 0.1477 -5.7278 3.8925
C: 0.3568 -6.6288 4.9397
C: -0.0547 -6.3005 6.2386
C: -0.6609 -5.0627 6.4879
C: -0.8683 -4.1620 5.4385
N: -2.7170 -2.2628 1.9448
C: -2.3501 -0.9524 2.0256
C: -2.0658 -0.1657 0.9610
C: -1.7658 1.2988 1.0772
C: -2.0084 2.0978 -0.2212
C: -2.2422 3.4867 -0.1587
C: -2.3427 4.2520 -1.3110
C: -2.1961 3.6189 -2.5626
N: -1.9507 4.4037 -3.7268
O: -1.8440 3.8235 -4.8296
O: -1.8429 5.6454 -3.5913
C: -2.0624 2.2273 -2.6507
C: -1.9674 1.4765 -1.4810
C: -3.4534 -2.8715 0.8356
C: -2.5265 -3.2706 -0.3188
C: -4.5595 -1.9605 0.2963
H: -5.0936 -5.8027 1.5347
H: -5.7532 -4.5062 0.5016
H: -4.3475 -5.4515 -0.0457
H: -2.6634 -2.8656 3.9620
H: -0.5983 -4.0730 2.0266
H: -0.2854 -2.6642 3.0673
H: 0.4548 -5.9662 2.8704
H: 0.8327 -7.5911 4.7384
H: 0.0923 -7.0099 7.0559
H: -0.9839 -4.7956 7.4966
H: -1.3372 -3.1911 5.6205
H: -2.2637 -0.5659 3.0496
H: -1.9370 -0.6274 -0.0171
H: -2.4508 1.7040 1.8455
H: -2.3255 3.9812 0.8124
H: -2.4769 5.3300 -1.2843
H: -1.9927 1.7609 -3.6298
H: -1.8678 0.3956 -1.5899
H: -1.7180 -3.9298 0.0258
H: -3.1196 -3.8001 -1.0765
H: -2.0889 -2.3835 -0.7869
H: -5.2274 -1.6625 1.1136
H: -4.1087 -1.0675 -0.1501
H: -5.1281 -2.5013 -0.4687
F: 1.0894 2.7445 -3.5769
C: 2.1192 2.5618 -2.5974
C: 3.3693 2.0110 -3.3043
C: 3.3365 1.6624 -4.6539
C: 4.4552 1.0739 -5.2474
C: 5.6160 0.8585 -4.5004
C: 5.6566 1.2296 -3.1538
C: 4.5332 1.8106 -2.5569
C: 2.2801 3.9257 -1.9210
C: 3.4850 4.6268 -1.8756
C: 3.5522 5.8444 -1.1848
C: 2.4065 6.3997 -0.6164
C: 1.1732 5.7513 -0.7608
C: 1.1174 4.5156 -1.4099
C: 1.5491 1.4706 -1.6471
C: 1.2441 0.1538 -2.4051
C: 2.4091 -0.7831 -2.1165
C: 2.9847 -0.3367 -0.7767
N: 2.4708 1.0479 -0.5311
C: 2.0633 1.3842 0.7366
C: 1.6897 0.3980 1.6879
C: 0.3734 0.4925 2.0625
N: -0.3988 1.4949 1.5140
C: 0.2315 2.7085 1.3325
C: 1.5414 2.6941 0.9556
H: 2.4348 1.8483 -5.2410
H: 4.4102 0.7893 -6.2994
H: 6.4905 0.4013 -4.9655
H: 6.5550 1.0797 -2.5527
H: 4.5616 2.1287 -1.5111
H: 4.3682 4.2241 -2.3710
H: 4.5153 6.3488 -1.1012
H: 2.4609 7.3408 -0.0682
H: 0.2529 6.1904 -0.3726
H: 0.1653 3.9871 -1.5322
H: 0.6289 1.8914 -1.1896
H: 0.3181 -0.2507 -1.9711
H: 1.0570 0.3254 -3.4694
H: 2.0704 -1.8220 -2.0590
H: 3.1778 -0.7154 -2.8969
H: 2.6700 -1.0213 0.0214
H: 4.0812 -0.3055 -0.7768
H: 2.3256 -0.4445 1.9560
H: -0.1357 -0.2652 2.6558
H: -0.3725 3.6102 1.4137
H: 2.1181 3.5788 0.7246

## Properties
Total charge ... +1
Kohn-Sham gap ... 6.77 eV
Highest occupied orbital energy ... -0.3952 Ha
Energy relative to the best compared isomer or geometry (same formula, charge and spin) ... 0.848 eV
DFT total energy ... -62658.891 eV
M ... 710.87 u
2S+1 ... 1

So, what does the Löwdin scheme give us? The charges, in e, come out as: -0.008, -0.028, -0.365, 0.098, -0.172, -0.085, -0.238, -0.040, -0.071, -0.079, -0.070, -0.047, -0.017, -0.091, -0.065, -0.215, -0.140, -0.032, 0.015, -0.161, -0.306, 0.077, 0.073, 0.033, -0.017, -0.485, 0.010, 0.005, 0.100, 0.092, 0.097, 0.157, 0.117, 0.112, 0.113, 0.107, 0.106, 0.107, 0.109, 0.149, 0.074, 0.163, 0.125, 0.130, 0.132, 0.101, 0.091, 0.090, 0.066, 0.107, 0.070, 0.090, 0.008, -0.274, -0.163, -0.016, -0.058, -0.071, -0.062, -0.079, -0.139, -0.009, -0.055, -0.069, -0.063, -0.055, -0.145, -0.088, -0.129, -0.103, 0.044, -0.145, 0.034, 0.006, -0.029, -0.012, 0.036, 0.124, 0.112, 0.110, 0.112, 0.118, 0.112, 0.113, 0.111, 0.109, 0.096, 0.126, 0.105, 0.128, 0.121, 0.112, 0.109, 0.126, 0.128, 0.119, 0.136, 0.125

***

Question: Which of these has the lowest DFT total energy?
Answer: C44H45FN5O3

***

Question: The highest total charge belongs to which entry?
Answer: C4H11N2O